(1)
Entry from OMol25: a 9-piece molecular cluster, C37H97N7O17 overall (ωB97M-V/def2-TZVPD).

Output
LUMO (eV): 0.3798
Frontier orbital gap (eV): 8.68

Atoms and positions in Å:
C  15.32  11.79  18.23
O  14.46  11.09  17.37
C  15.06  9.99  16.76
C  14.33  9.55  15.46
N  14.55  10.48  14.35
C  15.47  10.10  13.25
C  15.26  8.77  12.56
O  14.12  8.84  11.76
C  13.69  7.56  11.25
H  14.86  12.68  18.58
H  16.23  12.04  17.69
H  15.69  11.12  19.03
H  15.02  9.12  17.47
H  16.12  10.08  16.48
H  13.26  9.59  15.72
H  14.66  8.50  15.37
H  13.67  10.90  13.99
H  16.47  10.04  13.70
H  15.39  10.94  12.55
H  15.06  7.96  13.30
H  16.08  8.56  11.94
H  13.16  7.04  12.00
H  14.55  6.96  10.80
H  12.93  7.81  10.47
C  18.26  13.02  9.98
O  18.09  12.92  11.37
C  19.15  13.39  12.18
C  18.60  13.46  13.54
N  18.74  12.19  14.25
C  18.02  12.21  15.53
C  18.46  10.99  16.37
O  18.17  9.76  15.83
C  18.42  8.64  16.65
H  17.29  12.78  9.50
H  19.03  12.35  9.60
H  18.53  13.99  9.70
H  19.41  14.40  11.83
H  20.07  12.79  12.13
H  17.62  13.93  13.50
H  19.14  14.19  14.14
H  18.40  11.48  13.66
H  16.90  12.34  15.39
H  18.38  13.14  16.03
H  18.08  10.97  17.40
H  19.60  11.15  16.57
H  18.01  7.78  16.20
H  17.94  8.67  17.64
H  19.42  8.37  16.83
C  17.59  19.69  13.66
O  16.21  19.59  13.40
C  15.50  19.05  14.51
C  14.03  18.83  14.13
N  13.89  17.87  13.04
C  12.55  17.50  12.89
C  11.56  18.59  12.53
O  11.81  19.35  11.39
C  11.50  18.75  10.12
H  18.06  20.13  12.72
H  18.04  18.84  14.19
H  17.70  20.50  14.35
H  15.55  19.73  15.34
H  16.00  18.11  14.77
H  13.53  19.80  14.04
H  13.50  18.31  15.01
H  14.44  18.19  12.28
H  12.16  17.17  13.84
H  12.44  16.70  12.20
H  11.43  19.36  13.39
H  10.52  18.11  12.45
H  10.44  18.63  9.94
H  11.98  17.75  10.00
H  11.97  19.38  9.35
C  10.91  11.88  13.23
O  12.08  12.02  12.50
C  11.74  12.19  11.10
C  13.00  12.02  10.23
N  13.79  13.20  10.06
C  14.54  13.63  11.23
C  15.35  14.83  10.97
O  14.41  15.84  10.68
C  15.05  16.97  10.07
H  11.10  11.89  14.25
H  10.34  11.10  12.85
H  10.26  12.77  13.06
H  11.32  13.22  10.87
H  10.94  11.47  10.88
H  12.57  11.72  9.26
H  13.65  11.26  10.69
H  13.23  13.95  9.66
H  15.24  12.86  11.48
H  13.95  13.70  12.13
H  15.83  14.67  10.01
H  15.98  15.13  11.85
H  14.21  17.66  9.93
H  15.58  16.80  9.13
H  15.81  17.56  10.70
C  18.05  16.05  17.40
O  18.41  16.38  18.71
C  17.32  16.09  19.66
C  16.06  16.91  19.30
N  16.15  18.36  19.21
C  16.29  19.09  20.46
C  14.97  19.59  21.05
O  14.16  18.56  21.51
C  13.02  19.06  22.17
H  17.37  15.23  17.25
H  18.98  15.90  16.91
H  17.52  16.90  16.94
H  17.68  16.45  20.66
H  17.14  15.04  19.64
H  15.21  16.52  20.01
H  15.79  16.46  18.37
H  15.56  18.70  18.55
H  16.91  19.92  20.25
H  16.63  18.42  21.22
H  14.45  20.08  20.23
H  15.29  20.32  21.82
H  13.29  19.64  23.04
H  12.33  18.25  22.44
H  12.51  19.78  21.53
C  13.96  14.45  14.78
C  14.12  14.38  16.28
O  13.10  13.60  16.75
O  14.86  15.30  14.13
H  12.94  14.79  14.55
H  14.13  13.46  14.42
H  14.01  15.40  16.64
H  15.09  13.99  16.53
H  13.29  12.65  16.76
H  14.57  16.24  14.03
C  10.63  13.25  20.76
C  11.50  13.03  19.50
O  12.60  12.27  19.92
O  9.94  14.54  20.69
H  11.21  13.39  21.66
H  9.90  12.53  20.93
H  11.84  14.00  19.21
H  10.95  12.50  18.70
H  12.37  11.62  20.58
H  9.60  14.56  19.74
C  11.31  17.69  18.59
C  11.44  18.40  17.29
O  12.57  19.23  17.14
O  12.56  17.09  18.99
H  10.61  16.90  18.26
H  10.80  18.33  19.37
H  10.56  19.02  17.18
H  11.53  17.65  16.51
H  13.31  18.67  17.50
H  12.40  16.78  19.86
C  9.26  14.96  16.77
O  8.99  14.69  17.92
N  8.40  15.79  16.09
N  10.38  14.56  16.16
H  7.44  15.70  16.48
H  8.58  16.29  15.23
H  11.19  14.15  16.55
H  10.40  14.49  15.13

***

(2)
Entry from OMol25: a 8-piece molecular cluster, C38H100N8O11 overall (ωB97M-V/def2-TZVPD).

Output
LUMO (eV): 0.5697
Frontier orbital gap (eV): 8.81

Atoms and positions in Å:
C  8.74  -7.94  7.36
O  7.80  -8.95  7.50
C  7.82  -9.72  8.77
C  7.10  -11.06  8.52
N  7.74  -11.93  7.55
C  8.98  -12.48  8.13
C  9.44  -13.69  7.16
O  9.08  -14.91  7.69
C  7.81  -15.39  7.53
H  8.21  -7.03  7.64
H  9.01  -8.08  6.31
H  9.52  -8.17  8.08
H  7.72  -9.26  9.76
H  8.87  -10.02  8.87
H  6.11  -10.95  8.07
H  7.02  -11.47  9.53
H  8.02  -11.21  6.90
H  8.77  -12.83  9.14
H  9.83  -11.80  8.15
H  10.52  -13.60  7.03
H  9.17  -13.45  6.13
H  7.54  -15.33  6.48
H  7.05  -14.78  8.01
H  7.72  -16.33  8.07
C  -8.83  -3.81  -8.86
O  -7.50  -3.38  -8.97
C  -7.32  -2.03  -8.50
C  -5.82  -1.66  -8.71
N  -5.16  -2.68  -7.89
C  -3.71  -2.56  -8.10
C  -2.92  -3.36  -7.09
O  -1.55  -2.94  -7.09
C  -0.75  -3.86  -6.29
H  -9.28  -3.80  -7.87
H  -8.90  -4.79  -9.32
H  -9.55  -3.21  -9.43
H  -7.65  -1.88  -7.47
H  -7.91  -1.41  -9.17
H  -5.62  -0.59  -8.61
H  -5.64  -1.79  -9.78
H  -5.38  -3.57  -8.33
H  -3.24  -1.58  -8.01
H  -3.61  -2.86  -9.15
H  -3.06  -4.42  -7.27
H  -3.38  -3.16  -6.12
H  -0.75  -4.81  -6.84
H  -0.98  -3.92  -5.23
H  0.30  -3.59  -6.25
C  1.53  0.90  4.90
O  0.86  -0.18  4.33
C  1.52  -0.77  3.21
C  1.74  -0.03  1.88
N  0.48  0.12  1.20
C  0.47  1.03  0.08
C  -0.87  1.18  -0.70
O  -1.33  2.22  0.01
C  -1.54  3.49  -0.74
H  0.91  1.21  5.73
H  1.69  1.79  4.30
H  2.43  0.52  5.37
H  1.03  -1.73  3.03
H  2.48  -0.98  3.69
H  2.46  -0.52  1.23
H  2.13  0.98  2.03
H  -0.31  0.16  1.83
H  1.28  0.82  -0.63
H  0.77  1.96  0.57
H  -1.49  0.33  -0.44
H  -0.64  1.33  -1.76
H  -2.01  4.23  -0.10
H  -2.13  3.32  -1.64
H  -0.58  3.91  -1.06
C  -3.35  3.89  5.97
C  -2.67  5.23  5.98
C  -1.98  5.42  4.63
O  -1.33  6.71  4.55
C  -0.85  7.08  3.27
N  -3.61  6.26  6.31
H  -3.69  3.61  6.97
H  -2.77  2.99  5.76
H  -4.28  3.89  5.39
H  -1.95  5.33  6.79
H  -2.69  5.41  3.80
H  -1.35  4.53  4.61
H  -1.72  7.24  2.62
H  -0.21  6.28  2.89
H  -0.24  7.97  3.19
H  -3.27  7.13  5.94
H  -4.36  6.10  5.66
C  -5.05  -5.35  5.00
C  -3.60  -5.70  4.60
C  -3.09  -6.99  5.34
O  -2.84  -7.16  6.73
C  -2.03  -6.14  7.30
N  -3.63  -5.82  3.19
H  -5.03  -4.81  5.95
H  -5.79  -6.13  5.14
H  -5.43  -4.59  4.32
H  -2.85  -4.93  4.79
H  -2.16  -7.32  4.86
H  -3.78  -7.76  5.01
H  -1.38  -6.55  8.08
H  -2.59  -5.30  7.70
H  -1.34  -5.70  6.58
H  -3.36  -6.74  2.88
H  -3.04  -5.07  2.85
C  -9.40  4.30  -11.96
C  -10.33  5.11  -11.10
C  -9.72  6.26  -10.31
O  -8.92  5.88  -9.20
C  -9.66  5.22  -8.21
N  -11.34  5.51  -12.10
H  -9.19  4.86  -12.87
H  -9.81  3.34  -12.26
H  -8.47  4.17  -11.40
H  -10.90  4.43  -10.48
H  -10.44  7.07  -10.13
H  -9.03  6.76  -11.00
H  -9.79  4.17  -8.47
H  -10.64  5.66  -7.99
H  -9.04  5.24  -7.32
H  -10.95  6.15  -12.78
H  -12.17  5.97  -11.73
C  -1.04  11.56  -5.53
C  -1.94  12.23  -6.52
C  -2.76  13.40  -5.92
O  -1.73  14.29  -5.49
C  -2.14  15.17  -4.41
N  -1.11  12.68  -7.65
H  -0.10  12.07  -5.32
H  -0.69  10.62  -5.96
H  -1.46  11.31  -4.56
H  -2.69  11.51  -6.84
H  -3.20  13.08  -4.97
H  -3.56  13.86  -6.48
H  -2.09  14.63  -3.46
H  -3.16  15.55  -4.49
H  -1.50  16.02  -4.23
H  -0.53  13.46  -7.38
H  -1.73  13.08  -8.34
C  10.46  0.93  2.91
C  12.01  0.59  3.16
C  12.39  0.86  4.64
O  12.46  2.30  4.70
C  13.24  2.84  5.79
N  12.26  -0.77  2.66
H  9.99  0.08  3.40
H  10.11  1.02  1.88
H  10.16  1.83  3.44
H  12.51  1.35  2.56
H  13.34  0.33  4.71
H  11.60  0.53  5.32
H  12.75  2.49  6.70
H  13.42  3.90  5.65
H  14.29  2.53  5.86
H  13.23  -1.03  2.76
H  12.02  -0.68  1.68

***

(3)
Entry from OMol25: a 11-piece molecular cluster, C38H102N4O22 overall (ωB97M-V/def2-TZVPD).

Output
LUMO (eV): 0.2995
Frontier orbital gap (eV): 9.08

Atoms and positions in Å:
C  5.42  0.98  1.97
C  6.89  1.39  1.73
O  7.50  1.62  3.05
O  4.71  0.82  0.71
H  4.91  1.72  2.59
H  5.24  0.05  2.51
H  6.95  2.22  1.02
H  7.46  0.57  1.28
H  8.16  2.29  2.86
H  4.73  1.65  0.23
C  2.27  3.76  -5.15
C  1.03  4.26  -5.99
O  0.58  3.50  -7.09
O  3.48  3.62  -5.88
H  1.91  2.85  -4.67
H  2.42  4.53  -4.39
H  1.29  5.21  -6.45
H  0.23  4.55  -5.31
H  1.39  3.37  -7.59
H  3.44  2.77  -6.31
C  6.69  3.44  -2.30
C  5.23  2.90  -2.27
O  4.66  3.06  -1.00
O  6.73  4.75  -2.63
H  7.23  2.87  -3.05
H  7.17  3.28  -1.33
H  5.15  1.83  -2.47
H  4.67  3.41  -3.05
H  4.30  3.95  -1.01
H  6.56  4.88  -3.57
C  -3.00  4.04  1.90
C  -1.90  4.39  2.94
O  -1.81  3.48  3.99
O  -2.37  3.11  1.03
H  -3.30  4.90  1.29
H  -3.91  3.62  2.33
H  -2.19  5.36  3.33
H  -0.91  4.63  2.54
H  -1.07  2.92  3.74
H  -2.31  2.29  1.52
C  -5.98  1.79  0.32
C  -5.32  2.62  -0.86
O  -6.33  3.00  -1.81
O  -6.76  0.62  -0.11
H  -6.67  2.41  0.89
H  -5.20  1.44  1.00
H  -4.55  1.95  -1.24
H  -4.91  3.53  -0.42
H  -6.53  2.16  -2.24
H  -6.17  0.01  -0.55
C  -0.44  -2.65  -3.53
C  -1.92  -2.97  -3.14
O  -1.86  -4.00  -2.10
O  0.35  -3.83  -3.61
H  -0.09  -2.03  -2.70
H  -0.37  -2.05  -4.44
H  -2.59  -3.30  -3.93
H  -2.29  -2.06  -2.68
H  -2.40  -3.87  -1.32
H  0.10  -4.35  -2.84
C  1.50  -0.22  2.46
C  1.21  1.25  2.30
O  0.57  1.78  3.48
O  2.18  -0.59  3.65
H  2.05  -0.47  1.55
H  0.54  -0.73  2.48
H  0.75  1.51  1.34
H  2.16  1.78  2.27
H  1.15  1.76  4.24
H  2.94  -1.13  3.43
C  -8.72  0.32  -3.59
O  -7.43  0.38  -2.96
C  -6.37  -0.35  -3.66
C  -5.01  -0.52  -2.90
N  -5.06  -1.07  -1.56
C  -5.60  -2.44  -1.47
C  -5.27  -3.13  -0.13
O  -3.91  -3.20  0.05
C  -3.48  -3.96  1.16
H  -9.38  1.06  -3.13
H  -9.16  -0.66  -3.43
H  -8.55  0.58  -4.64
H  -6.22  0.15  -4.62
H  -6.74  -1.33  -3.95
H  -4.49  0.43  -2.83
H  -4.46  -1.20  -3.55
H  -4.18  -0.98  -1.07
H  -5.04  -2.89  -2.29
H  -6.66  -2.40  -1.71
H  -5.72  -4.12  -0.09
H  -5.54  -2.48  0.71
H  -2.45  -3.68  1.41
H  -3.51  -4.99  0.82
H  -4.12  -3.77  2.02
C  2.66  0.67  -7.83
O  3.22  1.15  -6.60
C  4.30  0.44  -5.99
C  3.81  -0.75  -5.17
N  4.96  -1.57  -4.73
C  4.68  -2.92  -4.28
C  3.64  -2.99  -3.17
O  4.31  -2.35  -2.08
C  3.71  -2.51  -0.78
H  2.17  -0.28  -7.62
H  3.33  0.41  -8.65
H  1.91  1.31  -8.30
H  4.78  1.16  -5.32
H  5.05  0.16  -6.72
H  2.97  -1.24  -5.65
H  3.28  -0.29  -4.34
H  5.37  -1.22  -3.88
H  5.63  -3.41  -4.02
H  4.36  -3.46  -5.17
H  3.53  -4.06  -3.00
H  2.66  -2.68  -3.53
H  3.97  -3.39  -0.19
H  2.64  -2.36  -0.79
H  4.14  -1.63  -0.30
C  -3.45  0.55  3.26
O  -2.65  0.74  2.09
C  -2.55  -0.55  1.39
C  -1.68  -0.43  0.17
N  -2.22  0.61  -0.70
C  -1.59  0.93  -1.97
C  -0.13  1.44  -1.71
O  0.82  0.42  -1.48
C  2.13  0.91  -1.58
H  -3.72  1.53  3.64
H  -3.13  -0.04  4.12
H  -4.39  0.11  2.94
H  -3.59  -0.79  1.15
H  -2.13  -1.32  2.03
H  -1.68  -1.40  -0.34
H  -0.66  -0.20  0.49
H  -2.20  1.45  -0.14
H  -2.17  1.63  -2.57
H  -1.57  0.06  -2.62
H  -0.09  2.13  -0.86
H  0.19  1.99  -2.60
H  2.71  -0.01  -1.65
H  2.46  1.36  -0.65
H  2.33  1.67  -2.34
C  -0.95  -2.55  4.58
O  -0.60  -2.65  5.95
C  -1.46  -1.89  6.80
C  -0.91  -1.92  8.30
N  0.32  -1.11  8.45
C  1.03  -1.39  9.64
C  1.76  -2.76  9.66
O  2.81  -2.76  10.64
C  3.67  -3.95  10.66
H  -0.16  -3.01  3.97
H  -0.92  -1.52  4.25
H  -1.85  -3.12  4.34
H  -2.48  -2.26  6.78
H  -1.62  -0.87  6.47
H  -0.89  -2.96  8.64
H  -1.67  -1.48  8.94
H  0.93  -1.28  7.66
H  0.40  -1.19  10.50
H  1.82  -0.64  9.74
H  2.16  -3.06  8.69
H  1.10  -3.58  9.94
H  3.03  -4.83  10.66
H  4.35  -3.99  11.52
H  4.27  -4.07  9.76

***

Energy relative to the best compared isomer or geometry (same formula, charge and spin) across the listed records, respectively: 17.9; 163.7; 36.0 kcal per mole.